DFT (ωB97M-V/def2-TZVPD) results for one molecule with the formula C13H13ClOS.

Results
Charge: 0
Gap between HOMO and LUMO, eV: 9.481
Total energy, eV: -39097.23821
SMILES string: O[C@@H](CCc1cccc(Cl)c1)c1cccs1

Last column: Löwdin charge in e.
Positions of all 29 atoms, in Å:
1 O 1.489 -0.939 2.099  -0.0182
2 C 1.535 -1.074 0.695  -0.4226
3 C 0.305 -0.359 0.119  -0.1292
4 C -0.995 -1.029 0.576  -0.1474
5 C -2.182 -0.268 0.066  -0.2337
6 C -2.763 -0.587 -1.155  -0.0432
7 C -3.836 0.142 -1.637  -0.0779
8 C -4.345 1.204 -0.912  -0.1161
9 C -3.762 1.523 0.303  -0.6688
10 Cl -4.386 2.849 1.225  0.6660
11 C -2.689 0.800 0.794  -0.0640
12 C 2.789 -0.481 0.126  -0.5013
13 C 3.559 0.513 0.644  -0.1244
14 C 4.661 0.844 -0.179  -0.1874
15 C 4.706 0.100 -1.311  -0.4172
16 S 3.408 -1.027 -1.397  1.0327
17 H 2.290 -1.316 2.478  0.1043
18 H 1.487 -2.141 0.417  0.1446
19 H 0.323 0.676 0.462  0.1334
20 H 0.368 -0.366 -0.971  0.1224
21 H -0.999 -1.054 1.666  0.1183
22 H -1.019 -2.055 0.204  0.1217
23 H -2.375 -1.415 -1.730  0.1126
24 H -4.282 -0.117 -2.586  0.1046
25 H -5.182 1.777 -1.279  0.1016
26 H -2.250 1.064 1.744  0.1159
27 H 3.345 0.994 1.582  0.1147
28 H 5.381 1.603 0.067  0.1006
29 H 5.421 0.137 -2.109  0.0581

***

DFT (ωB97M-V/def2-TZVPD) results for one molecule with the formula C4H9NO at a distorted geometry.

Results
Charge: 0
ΔE to the lowest compared entry with this formula, charge and spin, kJ/mol: 443.1
Gap between HOMO and LUMO (spin up / spin down), eV: 9.122 / 7.065
Total energy, eV: -7827.72802

Last column: Löwdin charge in e.
Positions of all 15 atoms, in Å:
1 C 2.102 0.277 -0.359  -0.0891
2 C 0.756 -0.163 -0.978  -0.2514
3 C -0.225 -0.597 0.035  0.0423
4 C -1.131 0.368 0.718  -0.6762
5 O -0.683 1.568 0.601  -0.0043
6 N -2.557 0.090 0.501  0.0874
7 H 2.800 0.568 -1.151  0.0730
8 H 2.561 -0.530 0.223  0.0740
9 H 1.915 1.132 0.295  0.0733
10 H 0.328 0.702 -1.501  0.1207
11 H 0.943 -0.995 -1.675  0.1152
12 H -0.099 -1.597 0.468  0.1162
13 H -0.911 -0.067 1.761  0.1854
14 H -3.051 -0.216 1.330  0.0674
15 H -2.749 -0.541 -0.268  0.0661

***

DFT (ωB97M-V/def2-TZVPD) results for C38H43FFeN6O4PS as an isolated structure at a distorted geometry.

Results
Multiplicity: 5
Charge: -1
ΔE to the lowest compared entry with this formula, charge and spin, kJ/mol: 0.0
Gap between HOMO and LUMO (spin up / spin down), eV: 7.154 / 7.147
<S²>: 6.009
Total energy, eV: -114467.83641

Last column: Löwdin charge in e.
Positions of all 95 atoms, in Å:
1 Fe -0.381 0.448 0.548  0.7232
2 O 1.926 -3.229 -1.881  0.0173
3 C 1.090 -2.345 -1.836  -0.7618
4 O 0.019 -2.304 -1.162  -0.1832
5 C 1.211 -1.062 -2.708  -0.1857
6 P -0.242 -0.143 -2.053  1.0572
7 C 0.075 1.418 -3.014  -0.3346
8 C -0.526 1.893 -4.174  -0.0876
9 C -0.206 3.152 -4.658  -0.0927
10 C 0.735 3.940 -4.020  -0.0976
11 C 1.390 3.446 -2.902  -0.0853
12 C 1.056 2.202 -2.412  -0.1223
13 C -1.659 -0.809 -3.003  -0.3127
14 C -2.757 0.030 -3.185  -0.1289
15 C -3.925 -0.425 -3.764  -0.0854
16 C -4.026 -1.744 -4.173  -0.1013
17 C -2.941 -2.588 -4.003  -0.0865
18 C -1.766 -2.128 -3.433  -0.0672
19 H 1.117 -1.275 -3.778  0.0971
20 H 2.142 -0.514 -2.544  0.0887
21 H -1.250 1.292 -4.707  0.0965
22 H -0.707 3.529 -5.540  0.0967
23 H 0.967 4.928 -4.393  0.0954
24 H 2.149 4.037 -2.408  0.0963
25 H 1.552 1.799 -1.536  0.0746
26 H -2.682 1.055 -2.865  0.0662
27 H -4.764 0.248 -3.890  0.0998
28 H -4.945 -2.113 -4.608  0.0950
29 H -3.011 -3.621 -4.310  0.0986
30 H -0.940 -2.809 -3.306  0.1024
31 C 1.960 2.658 1.052  -0.0694
32 C 1.512 3.950 1.724  -0.3555
33 C 1.079 4.998 0.694  -0.0573
34 C 0.467 3.688 2.791  -0.1422
35 C 0.798 4.071 4.081  -0.0543
36 C -0.060 3.859 5.140  -0.0939
37 C -1.288 3.280 4.899  -0.0615
38 C -1.688 2.901 3.626  -0.1613
39 C -3.120 2.390 3.539  -0.3491
40 C -3.359 1.112 2.735  -0.0861
41 C -4.056 3.520 3.078  -0.0537
42 C -0.783 3.078 2.550  -0.2348
43 N -1.117 2.593 1.289  0.0116
44 C -1.940 3.284 0.503  -0.2920
45 C -2.212 4.674 0.609  -0.0625
46 C -3.044 5.319 -0.275  -0.1127
47 C -3.686 4.631 -1.297  -0.1214
48 C -3.486 3.260 -1.410  -0.0390
49 C -2.635 2.634 -0.538  -0.1945
50 F -2.460 1.254 -0.599  -0.0528
51 H 2.760 2.859 0.344  0.0821
52 H 1.116 2.202 0.523  0.0168
53 H 2.316 1.949 1.794  0.0846
54 H 2.384 4.373 2.242  0.1235
55 H 0.281 4.632 0.056  0.0596
56 H 1.928 5.256 0.062  0.0689
57 H 0.737 5.905 1.194  0.0794
58 H 1.755 4.544 4.265  0.1023
59 H 0.231 4.131 6.146  0.0926
60 H -1.964 3.116 5.729  0.1059
61 H -3.416 2.162 4.573  0.1209
62 H -2.918 1.160 1.746  0.0330
63 H -4.431 0.940 2.642  0.0772
64 H -2.922 0.265 3.253  0.0326
65 H -3.942 3.722 2.017  0.0564
66 H -3.834 4.439 3.623  0.0806
67 H -5.097 3.251 3.266  0.0730
68 H -1.743 5.214 1.417  0.1116
69 H -3.209 6.382 -0.160  0.0967
70 H -4.343 5.148 -1.979  0.0856
71 H -4.009 2.688 -2.162  0.1032
72 N -1.607 -1.573 0.935  0.0211
73 N -1.522 -2.212 2.189  -0.0552
74 C -0.684 -1.723 3.137  -0.8825
75 N -0.401 -2.594 4.135  0.0813
76 S -0.254 -0.114 3.250  0.7428
77 H -2.549 -1.677 0.563  0.1093
78 H -0.944 -2.013 0.272  0.0397
79 H -1.534 -3.232 2.168  0.1447
80 H -0.084 -3.512 3.779  0.0523
81 H 0.200 -2.204 4.846  0.0806
82 C 3.162 -5.620 1.993  -0.0372
83 N 2.810 -4.272 1.628  -0.0523
84 C 3.646 -3.482 0.913  -0.0664
85 C 3.327 -2.210 0.606  0.0052
86 C 2.009 -1.730 0.974  -0.4912
87 O 1.618 -0.586 0.647  -0.1204
88 N 1.221 -2.543 1.696  0.1807
89 C 1.564 -3.770 2.038  -0.4902
90 O 0.846 -4.512 2.732  -0.0366
91 H 4.243 -5.711 2.102  0.0838
92 H 2.809 -6.329 1.240  0.0950
93 H 2.667 -5.850 2.939  0.0842
94 H 4.585 -3.939 0.620  0.1259
95 H 3.994 -1.568 0.053  0.1088

***

DFT (ωB97M-V/def2-TZVPD) results for C16H16F3N5RuS2 as an isolated structure at a distorted geometry.

Results
Multiplicity: 6
Charge: +1
Gap between HOMO and LUMO (spin up / spin down), eV: 7.479 / 6.215
<S²>: 8.766
Total energy, eV: -56699.20004

Last column: Löwdin charge in e.
Positions of all 43 atoms, in Å:
1 Ru 0.542 -0.135 0.021  1.0417
2 C -0.182 -1.618 5.906  -0.0741
3 C -0.193 -0.206 5.176  -0.2289
4 N -1.248 -0.149 4.142  -0.0163
5 C -1.054 -0.217 2.821  -0.7171
6 S 0.591 0.249 2.297  0.6094
7 N -1.973 -0.681 1.994  -0.0031
8 N -1.578 -0.710 0.657  -0.1059
9 C -2.477 -1.238 -0.113  -0.2189
10 C -3.848 -1.738 0.381  -0.0009
11 C -2.023 -1.286 -1.519  -0.2452
12 C -2.842 -1.895 -2.495  0.0134
13 C -2.439 -1.918 -3.803  -0.0181
14 C -1.283 -1.202 -4.174  -0.0054
15 C -0.513 -0.728 -3.111  -0.1054
16 N -0.892 -0.738 -1.826  0.0049
17 H 0.599 -1.610 6.696  0.0775
18 H 0.096 -2.495 5.235  0.0918
19 H -1.085 -1.807 6.463  0.0569
20 H 0.782 0.085 4.773  0.0616
21 H -0.530 0.432 5.964  0.0993
22 H -2.206 -0.379 4.413  0.1566
23 H -3.653 -2.386 1.266  0.0968
24 H -4.432 -2.317 -0.375  0.0832
25 H -4.468 -0.937 0.704  0.0759
26 H -3.694 -2.295 -2.090  0.0700
27 H -3.174 -2.341 -4.496  0.1295
28 H -0.858 -1.257 -5.181  0.1234
29 H 0.474 -0.260 -3.218  0.1017
30 F 5.759 1.048 -1.896  0.1905
31 C 4.813 1.440 -2.706  -0.6007
32 F 5.325 2.322 -3.542  0.1639
33 F 4.557 0.366 -3.529  0.0971
34 C 3.515 1.929 -2.000  -0.1052
35 C 3.284 3.259 -2.097  -0.0020
36 C 2.140 3.875 -1.579  -0.0136
37 C 1.194 2.999 -1.047  -0.1175
38 N 1.354 1.683 -1.065  -0.0996
39 C 2.541 1.128 -1.389  -0.7098
40 S 2.688 -0.556 -1.011  0.6332
41 H 4.069 3.899 -2.547  0.1480
42 H 2.080 4.980 -1.374  0.1394
43 H 0.242 3.404 -0.722  0.1219